Entry 1:
This record from OMol25 describes a single C5H10O2 molecule. The level of theory is ωB97M-V with the def2-TZVPD basis set.

**Energy relative to the best compared isomer or geometry (same formula, charge and spin)**: 1.831 eV
**HOMO level**: -9.5949 eV
**Largest force on an atom**: 0.61 eV Å⁻¹

Each line ends with the Löwdin charge.
Atoms and positions in Å:
C: 0.33613 0.79481 2.58363  -0.071
C: 0.49966 0.68503 1.07509  -0.279
O: -0.34218 -0.31402 0.49047  -0.117
C: 0.02055 -0.56831 -0.85919  -0.363
C: -0.80092 -1.64673 -1.58850  -0.021
C: -0.13412 0.69093 -1.70167  -0.218
O: 0.25471 0.77517 -2.84230  0.063
H: 0.67375 -0.10457 3.10542  0.076
H: 0.94940 1.63505 2.93607  0.080
H: -0.69883 1.00258 2.86927  0.078
H: 0.27559 1.67083 0.63995  0.107
H: 1.55400 0.46828 0.84011  0.125
H: 1.07361 -0.89028 -0.89677  0.154
H: -0.54299 -1.54594 -2.65008  0.083
H: -0.54502 -2.66473 -1.28596  0.082
H: -1.88284 -1.50551 -1.49947  0.089
H: -0.69047 1.51740 -1.21607  0.132



Entry 2:
This record from OMol25 describes a molecular structure, C25H33NO4PS3Ti in a non-equilibrium geometry. The level of theory is ωB97M-V with the def2-TZVPD basis set.

**Energy relative to the best compared isomer or geometry (same formula, charge and spin)**: 0.000 eV
**HOMO level (alpha / beta)**: -13.7588 / -13.7415 eV
**Net charge**: +2
**Largest force on an atom**: 2.91 eV Å⁻¹
**Spin multiplicity**: 2

Each line ends with the Löwdin spin population.
Atoms and positions in Å:
Ti: -0.47004 0.75719 0.50445  0.958
C: 1.07730 3.40242 -1.32305  0.000
C: 1.05893 4.16388 0.00044  0.000
S: -0.31761 3.52270 0.98527  -0.003
C: 0.28030 3.35768 2.69333  0.003
C: 1.52566 2.51499 2.86382  0.005
S: 1.57712 0.91843 2.03964  0.008
C: 3.08343 1.04411 1.00897  0.004
C: 2.98507 1.56464 -0.42602  0.002
S: 1.30841 1.63070 -1.17385  0.000
H: 0.13902 3.56159 -1.87458  0.000
H: 1.84013 3.79350 -1.99246  0.000
H: 1.95507 4.00700 0.57313  0.000
H: 0.93280 5.23307 -0.24265  0.000
H: 0.40648 4.32927 3.17800  0.000
H: -0.54945 2.93245 3.21626  0.001
H: 2.48161 3.07866 2.70779  0.000
H: 1.55243 2.19886 3.89886  0.000
H: 3.79907 1.69884 1.57926  0.000
H: 3.50761 0.03415 1.09820  0.000
H: 3.39060 2.55715 -0.50044  0.000
H: 3.60322 0.95627 -1.12357  0.000
O: -2.56331 -2.03173 -0.37152  0.003
C: -1.61367 -1.87111 0.37650  0.002
O: -1.39673 -0.77958 1.15926  -0.007
C: -0.46819 -2.78387 0.45572  -0.001
P: 0.82247 -1.69975 -0.30369  -0.003
C: 0.75372 -2.16029 -2.05523  -0.001
C: -0.22316 -1.50952 -2.82683  0.001
C: -0.48094 -1.92406 -4.13158  0.000
C: 0.27672 -2.98325 -4.64675  0.000
C: 1.23496 -3.63254 -3.89024  0.000
C: 1.52735 -3.20059 -2.61700  0.000
C: 2.48232 -2.15453 0.33739  0.000
C: 2.73275 -2.51121 1.66621  -0.001
C: 4.03509 -2.75217 2.08346  0.000
C: 5.10740 -2.58615 1.20005  -0.001
C: 4.84540 -2.18272 -0.08996  0.000
C: 3.56063 -1.90241 -0.51016  0.000
H: -0.50473 -3.73225 -0.08778  0.000
H: -0.07668 -3.06585 1.44873  0.000
H: -0.73691 -0.60993 -2.48586  0.001
H: -1.10763 -1.36415 -4.84548  0.000
H: 0.05459 -3.32467 -5.66885  0.000
H: 1.88777 -4.40509 -4.28334  0.000
H: 2.25360 -3.74883 -2.05215  0.000
H: 1.90317 -2.63082 2.33346  0.000
H: 4.20384 -3.00205 3.10201  0.000
H: 6.10913 -2.76749 1.51238  0.000
H: 5.59962 -2.09576 -0.85223  0.000
H: 3.39457 -1.47111 -1.52049  0.000
O: -1.89035 1.23543 -0.91795  0.007
C: -2.68796 1.47215 0.00100  0.007
O: -2.27006 1.60525 1.17303  0.013
C: -4.22062 1.34408 -0.15311  0.000
N: -4.46278 -0.14422 -0.08321  0.000
C: -5.23460 -0.39415 1.17526  0.000
C: -6.04837 0.88142 1.37410  0.000
C: -5.04574 1.96885 0.99246  0.000
H: -4.44810 1.74403 -1.13249  0.000
H: -3.63810 -0.81090 -0.18666  0.000
H: -5.08321 -0.46456 -0.84097  0.000
H: -4.54589 -0.53070 1.95660  0.000
H: -5.84655 -1.24952 1.00225  0.000
H: -6.48731 0.91096 2.38309  0.000
H: -6.92076 0.89830 0.66074  0.000
H: -4.41070 2.23724 1.82181  0.000
H: -5.53917 2.92225 0.64721  0.000



Entry 3:
This record from OMol25 describes 3 unconnected molecules or ions with the total composition C6H12O. The level of theory is ωB97M-V with the def2-TZVPD basis set.

**Energy relative to the best compared isomer or geometry (same formula, charge and spin)**: 3.723 eV
**HOMO level**: -8.8073 eV
**Largest force on an atom**: 0.40 eV Å⁻¹

Each line ends with the Löwdin charge.
Atoms and positions in Å:
C: 1.67339 1.26665 -0.20281  -0.070
C: 0.62085 0.18709 -0.05380  -0.429
C: 1.17378 -1.21495 0.12132  -0.065
C: -0.59355 0.37224 -0.71914  -0.157
C: -1.67617 -0.65304 -0.86228  -0.113
C: -2.02609 -0.00054 0.42582  -0.329
O: -1.68138 -0.45291 1.56315  -0.102
H: 1.21975 2.26036 -0.26029  0.083
H: 2.37185 1.24975 0.63941  0.080
H: 2.25138 1.09684 -1.12156  0.090
H: 0.29126 0.40483 1.44014  0.121
H: 2.05156 -1.21573 0.77432  0.084
H: 1.48227 -1.59802 -0.86114  0.096
H: 0.43233 -1.89778 0.54394  0.079
H: -0.78476 1.34646 -1.15967  0.125
H: -2.36205 -0.46361 -1.68863  0.114
H: -1.37848 -1.69841 -0.78726  0.115
H: -2.63441 0.91418 0.36901  0.136
H: -0.43151 0.09659 1.83946  0.141



Entry 4:
This record from OMol25 describes 3 unconnected molecules or ions with the total composition C5H13NO2 in a non-equilibrium geometry. The level of theory is ωB97M-V with the def2-TZVPD basis set.

**Energy relative to the best compared isomer or geometry (same formula, charge and spin)**: 2.757 eV
**HOMO level**: -8.2590 eV
**Largest force on an atom**: 2.60 eV Å⁻¹

Each line ends with the Löwdin charge.
Atoms and positions in Å:
C: 2.50378 1.10133 -1.12698  0.034
C: 1.39149 0.37860 -0.93914  -0.128
C: 0.10989 0.97135 -0.61899  -0.364
C: -0.37451 2.16425 -0.99598  0.047
N: -0.77533 0.07092 0.06841  -0.065
C: -1.86384 0.66094 0.82981  -0.125
H: 2.64185 2.15738 -1.07573  0.054
H: 3.34601 0.55080 -1.55266  0.057
H: 1.48552 -0.69587 -0.85135  0.083
H: -1.22369 2.68770 -0.60210  0.041
H: 0.13526 2.79412 -1.71489  0.055
H: -0.18891 -0.51741 0.64449  0.060
H: -2.73085 0.79129 0.17412  0.080
H: -2.23422 -0.14962 1.46943  0.079
H: -1.78470 1.60871 1.37009  0.086
O: -0.15421 -1.98635 2.56218  -0.061
H: -0.63239 -2.02176 1.72298  -0.008
H: 0.40280 -2.77147 2.52664  0.040
O: 0.11029 -2.65720 -0.24434  -0.077
H: 0.57700 -2.82803 -1.08017  0.059
H: -0.74123 -2.30967 -0.56581  0.053



Entry 5:
This record from OMol25 describes a gas-phase ion, C6H9N2O (charge +1) in a non-equilibrium geometry. The level of theory is ωB97M-V with the def2-TZVPD basis set.

**Energy relative to the best compared isomer or geometry (same formula, charge and spin)**: 4.771 eV
**HOMO level (alpha / beta)**: -11.7951 / -11.7930 eV
**Net charge**: +1
**Largest force on an atom**: 3.50 eV Å⁻¹

Each line ends with the Löwdin charge.
Atoms and positions in Å:
C: -1.07843 -1.57307 -1.26778  -0.121
C: -3.39208 -1.44698 -0.41203  -0.111
C: 1.98916 2.07999 1.31389  0.028
C: 2.43508 1.04074 0.64436  -0.136
C: 0.55987 0.07715 -0.47822  -0.079
C: 1.86826 0.65796 -0.73757  -0.100
N: -2.24043 -1.37475 -0.73146  0.114
N: -4.45128 -1.92352 0.17154  0.168
O: 0.12198 -0.82084 -1.17828  0.106
H: -0.98472 -2.23479 -2.20638  0.166
H: 2.31205 2.26790 2.28480  0.049
H: 1.17308 2.74403 0.89441  0.104
H: 3.15249 0.42872 1.10058  0.095
H: 0.02440 0.65767 0.27152  0.158
H: 1.54587 1.42584 -1.43054  0.154
H: 2.47323 0.00814 -1.27543  0.112
H: -5.35165 -1.51025 -0.04890  0.133
H: -4.12819 -2.29535 1.09396  0.160



Entry 6:
This record from OMol25 describes a single C6H11P molecule in a non-equilibrium geometry. The level of theory is ωB97M-V with the def2-TZVPD basis set.

**Energy relative to the best compared isomer or geometry (same formula, charge and spin)**: 1.949 eV
**HOMO level**: -8.3749 eV
**Largest force on an atom**: 3.60 eV Å⁻¹

Each line ends with the Löwdin charge.
Atoms and positions in Å:
C: 0.43030 -2.30200 -0.40664  -0.008
C: 0.14537 -1.12192 0.12404  -0.357
P: -1.39715 -0.05690 1.00626  0.985
C: -2.42373 0.33888 -0.57670  -0.377
C: 0.50816 0.23270 0.43891  -0.731
C: 0.80162 1.09607 -0.77674  -0.073
C: 1.39516 0.48134 1.60262  -0.095
H: -0.22229 -3.13785 -0.44112  0.031
H: 1.51649 -2.57903 -0.68605  0.087
H: -3.30981 -0.32423 -0.50821  0.008
H: -2.10730 0.22693 -1.57588  -0.013
H: -2.68355 1.50398 -0.61438  0.062
H: 0.41921 0.75175 -1.71804  0.063
H: 1.89839 1.26530 -0.82174  0.084
H: 0.21351 2.06841 -0.52657  0.111
H: 0.98484 1.33406 2.11065  0.075
H: 2.27455 0.59062 1.07340  0.045
H: 1.55625 -0.36810 2.29619  0.102